Entry 1:
Below is 13 unconnected molecules or ions with the total composition C20H66O13 at a distorted geometry, with properties calculated with ωB97M-V with the def2-TZVPD basis set.

Bonds (Å) are listed after each position.
CARTESIAN COORDINATES (ANGSTROEM)
1 C 3.358 2.805 2.544  C2 1.558, H4 1.105, H5 1.082, H6 1.072
2 C 1.921 2.897 3.140  C1 1.558, O3 1.423, H7 1.094, H8 1.092
3 O 1.028 2.454 2.125  C2 1.423, H9 0.984
4 H 4.209 3.008 3.219  C1 1.105
5 H 3.465 3.470 1.697  C1 1.082
6 H 3.441 1.770 2.276  C1 1.072
7 H 1.709 3.970 3.167  C2 1.094
8 H 1.772 2.335 4.064  C2 1.092
9 H 0.292 1.933 2.518  O3 0.984
10 C -3.684 1.599 -3.588  C11 1.582, H13 1.141, H14 1.111, H15 1.063
11 C -3.359 0.706 -2.323  C10 1.582, O12 1.390, H16 1.129, H17 1.116
12 O -2.018 0.343 -2.286  C11 1.390, H18 0.972
13 H -3.267 1.194 -4.570  C10 1.141
14 H -3.276 2.595 -3.314  C10 1.111
15 H -4.732 1.772 -3.633  C10 1.063
16 H -3.930 -0.246 -2.117  C11 1.129
17 H -3.725 1.215 -1.400  C11 1.116
18 H -1.999 -0.448 -1.721  O12 0.972
19 C 1.525 1.939 -3.784  C20 1.620, H22 1.088, H23 1.102, H24 1.140
20 C 0.121 2.399 -4.449  C19 1.620, O21 1.440, H25 1.108, H26 1.046
21 O -0.748 1.271 -4.663  C20 1.440, H27 1.006
22 H 1.306 1.723 -2.740  C19 1.088
23 H 2.175 2.825 -3.700  C19 1.102
24 H 2.060 1.136 -4.391  C19 1.140
25 H 0.220 2.994 -5.379  C20 1.108
26 H -0.427 3.031 -3.821  C20 1.046
27 H -1.120 0.950 -3.785  O21 1.006
28 C 0.799 -3.413 3.318  C29 1.560, H31 1.112, H32 1.089, H33 1.117
29 C -0.185 -2.262 2.942  C28 1.560, O30 1.365, H34 1.060, H35 1.105
30 O -0.988 -2.852 2.009  C29 1.365, H36 0.964
31 H 1.341 -4.016 2.557  C28 1.112
32 H 0.226 -4.208 3.792  C28 1.089
33 H 1.534 -3.153 4.118  C28 1.117
34 H 0.424 -1.600 2.381  C29 1.060
35 H -0.597 -1.768 3.841  C29 1.105
36 H -0.471 -3.404 1.412  O30 0.964
37 C 3.839 -1.664 2.750  C38 1.478, H40 1.139, H41 1.090, H42 1.143
38 C 3.097 -1.897 1.493  C37 1.478, O39 1.410, H43 1.071, H44 1.137
39 O 4.101 -2.097 0.523  C38 1.410, H45 0.957
40 H 4.686 -2.401 2.944  C37 1.139
41 H 3.315 -1.626 3.705  C37 1.090
42 H 4.242 -0.599 2.646  C37 1.143
43 H 2.494 -1.040 1.273  C38 1.071
44 H 2.584 -2.912 1.480  C38 1.137
45 H 3.721 -1.966 -0.346  O39 0.957
46 C 4.312 1.852 -1.922  C47 1.511, H49 1.069, H50 1.075, H51 1.085
47 C 3.891 1.761 -0.474  C46 1.511, O48 1.436, H52 1.085, H53 1.067
48 O 2.466 1.596 -0.408  C47 1.436, H54 0.973
49 H 5.371 1.917 -1.792  C46 1.069
50 H 4.041 2.680 -2.551  C46 1.075
51 H 4.349 0.899 -2.440  C46 1.085
52 H 4.248 2.717 -0.106  C47 1.085
53 H 4.402 0.979 0.041  C47 1.067
54 H 2.226 1.691 0.530  O48 0.973
55 C -3.089 -0.470 3.514  C56 1.583, H58 1.019, H59 1.140, H60 1.088
56 C -2.424 0.966 3.505  C55 1.583, O57 1.363, H61 1.093, H62 1.018
57 O -1.137 0.822 3.079  C56 1.363, H63 0.987
58 H -3.055 -0.910 2.596  C55 1.019
59 H -4.203 -0.397 3.744  C55 1.140
60 H -2.667 -1.153 4.248  C55 1.088
61 H -2.528 1.444 4.482  C56 1.093
62 H -2.890 1.559 2.821  C56 1.018
63 H -1.225 0.440 2.173  O57 0.987
64 C 0.394 -4.065 -0.848  O65 1.383, H66 1.087, H67 1.046, H68 1.053
65 O 0.492 -4.743 0.353  C64 1.383, H69 0.914
66 H 1.359 -3.717 -1.207  C64 1.087
67 H -0.057 -3.125 -0.765  C64 1.046
68 H -0.057 -4.650 -1.599  C64 1.053
69 H 1.258 -5.241 0.347  O65 0.914
70 C 1.980 -1.313 -2.604  O71 1.368, H72 1.069, H73 1.116, H74 1.090
71 O 2.644 -1.097 -1.428  C70 1.368, H75 0.966
72 H 1.009 -0.890 -2.462  C70 1.069
73 H 1.974 -2.361 -2.987  C70 1.116
74 H 2.645 -0.809 -3.306  C70 1.090
75 H 2.623 -0.169 -1.160  O71 0.966
76 C -2.569 -2.850 -2.222  O77 1.384, H78 1.094, H79 1.095, H80 1.127
77 O -2.479 -2.299 -0.956  C76 1.384, H81 0.994
78 H -1.603 -3.263 -2.528  C76 1.094
79 H -2.656 -2.076 -2.991  C76 1.095
80 H -3.316 -3.685 -2.344  C76 1.127
81 H -2.801 -2.950 -0.277  O77 0.994
82 C -0.274 -0.114 -0.027  O83 1.395, H84 1.085, H85 1.121, H86 1.087
83 O -1.557 -0.139 0.521  C82 1.395, H87 0.952
84 H -0.188 -1.067 -0.538  C82 1.085
85 H 0.549 0.001 0.725  C82 1.121
86 H -0.165 0.640 -0.803  C82 1.087
87 H -1.958 -0.998 0.438  O83 0.952
88 C -1.263 3.561 -0.747  O89 1.400, H90 1.054, H91 1.084, H92 1.078
89 O -1.879 3.069 0.410  C88 1.400, H93 0.963
90 H -0.840 4.525 -0.697  C88 1.054
91 H -2.059 3.545 -1.483  C88 1.084
92 H -0.550 2.867 -1.163  C88 1.078
93 H -1.964 2.115 0.309  O89 0.963
94 C -5.274 0.947 1.062  O95 1.421, H96 1.163, H97 1.033, H98 1.092
95 O -4.594 -0.175 0.517  C94 1.421, H99 0.958
96 H -4.506 1.794 1.274  C94 1.163
97 H -5.777 0.855 1.959  C94 1.033
98 H -5.931 1.416 0.326  C94 1.092
99 H -5.171 -0.694 -0.044  O95 0.958

The value obtained for the orbital gap is 0.3578 hartree. As for the LUMO energy: 0.28 eV. The relative energy (zero: lowest compared OMol25 entry of this formula, charge and spin) is 5.8926 eV.

=====

Entry 2:
Below is 15 unconnected molecules or ions with the total composition C20H70O15 at a distorted geometry, with properties calculated with ωB97M-V with the def2-TZVPD basis set.

Bonds (Å) are listed after each position.
CARTESIAN COORDINATES (ANGSTROEM)
1 C 7.775 12.479 1.872  O2 1.391, H3 1.090, H4 1.090, H5 1.090
2 O 7.370 11.367 1.140  C1 1.391, H6 0.960
3 H 8.457 12.179 2.668  C1 1.090
4 H 8.339 13.125 1.200  C1 1.090
5 H 6.961 13.051 2.317  C1 1.090
6 H 6.523 11.552 0.726  O2 0.960
7 C 12.523 11.183 1.428  O8 1.377, H9 1.090, H10 1.090, H11 1.090
8 O 13.001 9.957 1.836  C7 1.377, H12 0.960
9 H 11.511 11.154 1.023  C7 1.090
10 H 12.263 11.796 2.291  C7 1.090
11 H 13.212 11.619 0.705  C7 1.090
12 H 12.234 9.466 2.140  O8 0.960
13 O 10.644 8.011 5.925  H14 0.957, H15 0.957
14 H 11.281 8.720 6.009  O13 0.957
15 H 9.837 8.445 5.647  O13 0.957
16 O 14.736 8.406 9.484  H17 0.957, H18 0.957
17 H 14.854 7.456 9.461  O16 0.957
18 H 13.821 8.540 9.236  O16 0.957
19 O 10.123 9.404 2.304  H20 0.957, H21 0.957
20 H 9.441 9.406 1.631  O19 0.957
21 H 9.796 8.807 2.976  O19 0.957
22 O 8.734 4.513 4.734  H23 0.957, H24 0.957
23 H 9.477 5.080 4.527  O22 0.957
24 H 9.084 3.874 5.355  O22 0.957
25 C 5.809 11.748 5.838  C26 1.581, H28 1.090, H29 1.090, H30 1.090
26 C 6.392 13.162 5.436  C25 1.581, O27 1.383, H31 1.090, H32 1.090
27 O 5.462 13.820 4.651  C26 1.383, H33 0.960
28 H 6.326 11.390 6.729  C25 1.090
29 H 5.813 11.002 5.044  C25 1.090
30 H 4.753 11.646 6.085  C25 1.090
31 H 7.356 13.001 4.954  C26 1.090
32 H 6.463 13.710 6.376  C26 1.090
33 H 5.858 14.668 4.441  O27 0.960
34 C 8.349 6.570 8.974  C35 1.494, H37 1.090, H38 1.090, H39 1.090
35 C 7.336 7.635 9.246  C34 1.494, O36 1.391, H40 1.090, H41 1.090
36 O 7.603 8.747 8.455  C35 1.391, H42 0.960
37 H 9.354 6.973 8.853  C34 1.090
38 H 7.980 6.053 8.089  C34 1.090
39 H 8.215 5.820 9.753  C34 1.090
40 H 7.416 8.024 10.261  C35 1.090
41 H 6.282 7.415 9.079  C35 1.090
42 H 7.185 9.489 8.898  O36 0.960
43 C 4.093 9.013 7.044  C44 1.530, H46 1.090, H47 1.090, H48 1.090
44 C 3.786 9.478 8.469  C43 1.530, O45 1.419, H49 1.090, H50 1.090
45 O 4.280 10.791 8.683  C44 1.419, H51 0.960
46 H 3.592 8.067 6.842  C43 1.090
47 H 5.165 8.843 6.942  C43 1.090
48 H 3.688 9.721 6.321  C43 1.090
49 H 4.164 8.847 9.274  C44 1.090
50 H 2.726 9.689 8.614  C44 1.090
51 H 5.146 10.670 9.078  O45 0.960
52 C 11.560 10.214 8.932  C53 1.545, H55 1.090, H56 1.090, H57 1.090
53 C 12.085 11.469 9.664  C52 1.545, O54 1.403, H58 1.090, H59 1.090
54 O 11.200 11.995 10.616  C53 1.403, H60 0.960
55 H 12.357 9.575 8.551  C52 1.090
56 H 10.999 10.519 8.048  C52 1.090
57 H 10.902 9.610 9.556  C52 1.090
58 H 12.392 12.165 8.883  C53 1.090
59 H 12.959 11.161 10.239  C53 1.090
60 H 11.691 12.154 11.425  O54 0.960
61 C 11.826 13.375 5.523  C62 1.579, H64 1.090, H65 1.090, H66 1.090
62 C 12.456 14.820 5.438  C61 1.579, O63 1.434, H67 1.090, H68 1.090
63 O 13.315 15.013 6.570  C62 1.434, H69 0.960
64 H 11.287 13.153 6.445  C61 1.090
65 H 12.628 12.638 5.524  C61 1.090
66 H 11.056 13.160 4.782  C61 1.090
67 H 11.678 15.575 5.331  C62 1.090
68 H 13.093 14.888 4.556  C62 1.090
69 H 14.185 15.257 6.245  O63 0.960
70 C 6.317 7.733 4.110  C71 1.511, H73 1.090, H74 1.090, H75 1.090
71 C 7.189 7.473 5.315  C70 1.511, O72 1.466, H76 1.090, H77 1.090
72 O 7.578 8.773 5.872  C71 1.466, H78 0.960
73 H 5.611 6.914 3.976  C70 1.090
74 H 6.952 7.864 3.233  C70 1.090
75 H 5.877 8.702 4.347  C70 1.090
76 H 8.065 6.865 5.090  C71 1.090
77 H 6.690 6.885 6.086  C71 1.090
78 H 7.613 8.711 6.829  O72 0.960
79 C 13.256 5.834 3.298  C80 1.534, H82 1.090, H83 1.090, H84 1.090
80 C 11.768 6.082 3.025  C79 1.534, O81 1.391, H85 1.090, H86 1.090
81 O 10.981 6.081 4.172  C80 1.391, H87 0.960
82 H 13.480 4.767 3.275  C79 1.090
83 H 13.410 6.131 4.336  C79 1.090
84 H 13.943 6.405 2.674  C79 1.090
85 H 11.519 5.398 2.213  C80 1.090
86 H 11.537 7.026 2.532  C80 1.090
87 H 11.166 6.876 4.677  O81 0.960
88 C 14.582 8.583 4.513  C89 1.452, H91 1.090, H92 1.090, H93 1.090
89 C 13.969 8.841 5.803  C88 1.452, O90 1.431, H94 1.090, H95 1.090
90 O 13.027 9.895 5.578  C89 1.431, H96 0.960
91 H 13.823 8.503 3.734  C88 1.090
92 H 15.065 7.607 4.561  C88 1.090
93 H 15.372 9.257 4.184  C88 1.090
94 H 14.777 9.055 6.504  C89 1.090
95 H 13.438 7.957 6.155  C89 1.090
96 H 13.494 10.659 5.232  O90 0.960
97 C 10.963 4.106 8.072  C98 1.576, H100 1.090, H101 1.090, H102 1.090
98 C 10.846 2.724 7.325  C97 1.576, O99 1.458, H103 1.090, H104 1.090
99 O 9.531 2.611 6.705  C98 1.458, H105 0.960
100 H 10.370 4.056 8.986  C97 1.090
101 H 10.796 5.046 7.547  C97 1.090
102 H 11.995 4.241 8.393  C97 1.090
103 H 11.139 1.987 8.074  C98 1.090
104 H 11.696 2.684 6.643  C98 1.090
105 H 9.584 1.721 6.349  O99 0.960

The value obtained for the orbital gap is 0.3641 hartree. As for the LUMO energy: 0.33 eV. The relative energy (zero: lowest compared OMol25 entry of this formula, charge and spin) is 1.0005 eV.

=====

Entry 3:
Below is 15 unconnected molecules or ions with the total composition C20H70O25 at a distorted geometry, with properties calculated with ωB97M-V with the def2-TZVPD basis set.

Bonds (Å) are listed after each position.
CARTESIAN COORDINATES (ANGSTROEM)
1 O 2.629 -1.599 -1.691  H2 0.985, H3 0.939
2 H 1.988 -0.873 -1.872  O1 0.985
3 H 3.438 -1.491 -2.156  O1 0.939
4 O -2.195 1.572 1.286  H5 0.975, H6 0.951
5 H -1.748 0.727 1.095  O4 0.975
6 H -3.067 1.355 1.596  O4 0.951
7 O 3.755 -1.497 0.830  H8 1.000, H9 1.028
8 H 3.261 -1.233 0.002  O7 1.000
9 H 4.659 -1.844 0.484  O7 1.028
10 O -1.089 -3.682 0.246  H11 0.907, H12 0.963
11 H -0.685 -3.242 0.929  O10 0.907
12 H -0.309 -3.990 -0.228  O10 0.963
13 O -1.118 -2.703 -2.543  H14 0.956, H15 0.945
14 H -0.338 -3.244 -2.656  O13 0.956
15 H -0.963 -2.037 -3.195  O13 0.945
16 C 0.610 1.628 -7.490  C17 1.527, O19 1.433, H20 1.128, H21 1.049
17 C 0.595 2.299 -6.118  C16 1.527, O18 1.398, H22 1.124, H23 1.070
18 O 1.448 3.365 -5.819  C17 1.398, H24 1.001
19 O -0.671 1.089 -7.841  C16 1.433, H25 0.946
20 H 1.533 0.980 -7.520  C16 1.128
21 H 0.760 2.297 -8.284  C16 1.049
22 H 0.835 1.478 -5.389  C17 1.124
23 H -0.360 2.658 -5.797  C17 1.070
24 H 2.342 3.071 -6.160  O18 1.001
25 H -0.797 1.124 -8.778  O19 0.946
26 C 1.778 -5.664 0.785  C27 1.516, O29 1.347, H30 1.112, H31 1.136
27 C 2.482 -4.670 -0.117  C26 1.516, O28 1.372, H32 1.030, H33 1.101
28 O 1.479 -3.961 -0.729  C27 1.372, H34 0.948
29 O 2.715 -6.452 1.347  C26 1.347, H35 0.952
30 H 1.124 -6.258 0.109  C26 1.112
31 H 1.063 -5.180 1.524  C26 1.136
32 H 3.134 -5.055 -0.816  C27 1.030
33 H 3.080 -4.044 0.564  C27 1.101
34 H 1.830 -3.225 -1.212  O28 0.948
35 H 3.274 -6.830 0.676  O29 0.952
36 C 2.461 2.052 2.025  C37 1.552, O39 1.408, H40 1.139, H41 1.100
37 C 3.260 1.877 0.706  C36 1.552, O38 1.382, H42 1.051, H43 1.086
38 O 4.003 3.018 0.469  C37 1.382, H44 0.957
39 O 1.805 0.869 2.416  C36 1.408, H45 0.932
40 H 1.647 2.843 1.936  C36 1.139
41 H 3.077 2.488 2.825  C36 1.100
42 H 2.642 1.658 -0.115  C37 1.051
43 H 3.953 1.046 0.796  C37 1.086
44 H 3.377 3.741 0.425  O38 0.957
45 H 1.100 1.111 2.975  O39 0.932
46 C -4.994 -0.403 -0.769  C47 1.515, O49 1.418, H50 1.056, H51 1.097
47 C -3.584 -0.717 -1.225  C46 1.515, O48 1.402, H52 1.124, H53 1.097
48 O -3.207 -1.951 -0.677  C47 1.402, H54 0.992
49 O -5.112 0.996 -0.567  C46 1.418, H55 0.979
50 H -5.235 -0.922 0.118  C46 1.056
51 H -5.759 -0.684 -1.504  C46 1.097
52 H -2.821 0.024 -0.862  C47 1.124
53 H -3.471 -0.613 -2.311  C47 1.097
54 H -2.256 -2.088 -0.925  O48 0.992
55 H -5.951 1.121 -0.079  O49 0.979
56 C -3.668 -2.085 2.759  C57 1.539, O59 1.383, H60 1.115, H61 1.141
57 C -4.779 -2.895 2.067  C56 1.539, O58 1.466, H62 1.082, H63 1.119
58 O -6.077 -2.375 2.506  C57 1.466, H64 0.945
59 O -3.456 -0.927 2.034  C56 1.383, H65 0.957
60 H -2.662 -2.540 2.604  C56 1.115
61 H -3.994 -1.815 3.819  C56 1.141
62 H -4.802 -3.903 2.459  C57 1.082
63 H -4.606 -2.986 0.965  C57 1.119
64 H -6.113 -2.660 3.406  O58 0.945
65 H -3.185 -1.218 1.163  O59 0.957
66 C 0.239 -0.711 -0.185  C67 1.515, O69 1.394, H70 1.098, H71 1.086
67 C 0.048 0.579 -0.956  C66 1.515, O68 1.434, H72 1.094, H73 1.047
68 O 0.879 0.331 -2.098  C67 1.434, H74 0.981
69 O -0.734 -0.817 0.808  C66 1.394, H75 0.958
70 H 1.214 -0.803 0.312  C66 1.098
71 H 0.232 -1.634 -0.758  C66 1.086
72 H 0.488 1.474 -0.507  C67 1.094
73 H -0.927 0.754 -1.294  C67 1.047
74 H 1.100 1.218 -2.455  O68 0.981
75 H -0.427 -1.269 1.595  O69 0.958
76 C 3.142 4.344 -3.425  C77 1.514, O79 1.406, H80 1.089, H81 1.113
77 C 1.915 3.857 -2.684  C76 1.514, O78 1.422, H82 1.036, H83 1.074
78 O 1.463 2.607 -3.188  C77 1.422, H84 0.953
79 O 3.832 5.081 -2.446  C76 1.406, H85 0.924
80 H 2.809 4.858 -4.326  C76 1.089
81 H 3.806 3.509 -3.744  C76 1.113
82 H 1.137 4.538 -2.749  C77 1.036
83 H 2.099 3.516 -1.682  C77 1.074
84 H 1.391 2.700 -4.134  O78 0.953
85 H 4.576 5.509 -2.789  O79 0.924
86 C 1.841 -3.586 3.748  C87 1.550, O89 1.478, H90 1.080, H91 1.131
87 C 1.113 -2.577 2.823  C86 1.550, O88 1.375, H92 1.057, H93 1.093
88 O -0.258 -2.673 2.769  C87 1.375, H94 0.965
89 O 3.275 -3.229 3.791  C86 1.478, H95 0.959
90 H 1.758 -4.602 3.390  C86 1.080
91 H 1.294 -3.700 4.731  C86 1.131
92 H 1.405 -2.868 1.850  C87 1.057
93 H 1.457 -1.558 3.016  C87 1.093
94 H -0.490 -3.062 3.621  O88 0.965
95 H 3.411 -2.425 4.296  O89 0.959
96 C -0.695 0.430 4.429  C97 1.505, O99 1.406, H100 1.034, H101 1.077
97 C -0.901 0.807 5.871  C96 1.505, O98 1.407, H102 1.047, H103 1.100
98 O -0.873 -0.250 6.799  C97 1.407, H104 0.960
99 O -0.582 1.580 3.628  C96 1.406, H105 0.964
100 H -1.482 -0.150 4.092  C96 1.034
101 H 0.145 -0.241 4.372  C96 1.077
102 H -1.823 1.295 5.955  C97 1.047
103 H -0.158 1.562 6.169  C97 1.100
104 H -0.791 0.086 7.695  O98 0.960
105 H -1.465 1.790 3.303  O99 0.964
106 C -1.039 5.516 -0.616  C107 1.532, O109 1.383, H110 1.069, H111 1.109
107 C -1.165 4.021 -0.308  C106 1.532, O108 1.409, H112 1.092, H113 1.116
108 O -0.430 3.681 0.845  C107 1.409, H114 0.968
109 O -1.929 5.667 -1.664  C106 1.383, H115 0.938
110 H -0.036 5.715 -0.929  C106 1.069
111 H -1.354 6.114 0.263  C106 1.109
112 H -0.939 3.349 -1.139  C107 1.092
113 H -2.243 3.734 -0.332  C107 1.116
114 H -0.755 2.800 1.078  O108 0.968
115 H -2.596 6.259 -1.374  O109 0.938

The value obtained for the orbital gap is 0.3383 hartree. As for the LUMO energy: 0.02 eV. The relative energy (zero: lowest compared OMol25 entry of this formula, charge and spin) is 4.3013 eV.

=====

The highest relative energy (zero: lowest compared OMol25 entry of this formula, charge and spin) belongs to which entry?
C20H66O13